Record 1
The following is a DFT calculation (ωB97M-V/def2-TZVPD) of 13 unconnected molecules or ions with the total composition C56H133N15O16 at a distorted geometry.

```
220
C56H133N15O16 | the Open Molecules 2025 dataset | ωB97M-V/def2-TZVPD
C -6.01 0.63 1.52
C -4.57 0.43 1.97
O -4.36 -0.87 2.52
O -6.93 0.72 2.60
H -6.26 -0.17 0.82
H -6.15 1.57 0.97
H -4.35 1.20 2.72
H -3.91 0.66 1.12
H -4.92 -1.44 1.98
H -6.90 1.57 3.04
C 6.53 0.10 -0.80
C 6.41 -1.29 -1.46
O 6.32 -1.23 -2.90
O 6.65 -0.07 0.60
H 5.65 0.69 -1.07
H 7.35 0.75 -1.13
H 5.41 -1.64 -1.17
H 7.15 -2.04 -1.19
H 5.80 -0.44 -3.08
H 6.13 -0.80 0.95
C -0.27 -3.72 -3.34
C 0.02 -3.69 -4.85
O 1.02 -2.76 -5.24
O 0.93 -3.96 -2.58
H -0.98 -4.48 -3.01
H -0.71 -2.74 -3.17
H -0.96 -3.55 -5.33
H 0.29 -4.72 -5.09
H 1.83 -3.16 -4.90
H 1.11 -4.90 -2.57
C 5.32 3.02 4.66
O 4.25 3.61 4.46
N 6.46 3.63 5.03
N 5.54 1.68 4.47
H 6.42 4.63 5.14
H 7.31 3.13 5.17
H 4.89 1.10 3.97
H 6.50 1.42 4.42
C -0.48 0.68 7.13
O 0.63 1.21 7.19
N -1.28 0.85 6.06
N -1.07 -0.07 8.09
H -2.16 0.39 5.95
H -0.86 1.42 5.34
H -0.58 -0.08 8.98
H -1.94 -0.55 8.07
C 3.42 0.90 -4.16
O 4.57 0.70 -3.80
N 2.65 -0.13 -4.68
N 2.79 2.08 -4.27
H 1.70 0.16 -4.87
H 2.94 -1.04 -4.95
H 1.83 2.12 -4.57
H 3.22 2.92 -3.90
C 2.86 -2.40 3.53
O 3.19 -3.49 4.04
N 3.08 -2.03 2.26
N 2.24 -1.45 4.25
H 3.78 -2.57 1.77
H 2.60 -1.31 1.75
H 1.96 -1.70 5.18
H 1.86 -0.65 3.76
C -0.50 3.71 4.57
O -1.13 2.83 3.94
N -1.14 4.69 5.27
N 0.82 3.79 4.59
H -0.53 5.23 5.85
H -2.14 4.63 5.33
H 1.34 3.16 4.01
H 1.26 4.06 5.46
C -0.66 -4.00 5.20
C -0.85 -5.54 5.34
C -2.24 -5.96 4.88
C -2.50 -6.05 3.37
C -1.35 -6.85 2.74
C 0.05 -6.42 3.17
N 0.11 -6.39 4.62
O 1.38 -6.21 5.17
C 1.03 -7.48 2.66
C 0.48 -5.12 2.49
C -0.80 -5.83 6.86
H 0.38 -3.80 4.94
H -0.99 -3.50 6.11
H -1.20 -3.61 4.33
H -2.37 -6.96 5.32
H -3.07 -5.37 5.29
H -2.63 -5.07 2.90
H -3.47 -6.50 3.14
H -1.49 -6.71 1.66
H -1.54 -7.90 2.98
H 2.07 -7.35 2.97
H 0.59 -8.48 2.74
H 1.16 -7.35 1.58
H 0.69 -5.26 1.43
H -0.21 -4.28 2.48
H 1.50 -4.92 2.84
H -1.69 -5.61 7.43
H 0.01 -5.27 7.34
H -0.56 -6.89 6.99
H 1.72 -5.38 4.79
C 5.91 5.70 -2.04
C 4.76 4.77 -2.52
C 3.36 5.38 -2.42
C 2.92 6.43 -3.40
C 2.96 5.86 -4.81
C 4.39 5.28 -5.10
N 4.83 4.39 -3.95
O 5.95 3.61 -4.31
C 4.26 4.35 -6.33
C 5.40 6.39 -5.35
C 4.83 3.55 -1.58
H 6.83 5.13 -2.15
H 5.80 5.89 -0.97
H 6.02 6.61 -2.62
H 2.57 4.64 -2.25
H 3.25 5.85 -1.43
H 3.61 7.28 -3.34
H 1.91 6.75 -3.15
H 2.79 6.72 -5.46
H 2.09 5.23 -5.01
H 3.52 3.57 -6.18
H 3.95 4.93 -7.20
H 5.15 3.81 -6.63
H 6.40 5.98 -5.48
H 5.20 7.05 -6.19
H 5.54 7.07 -4.51
H 4.25 2.67 -1.85
H 4.66 3.94 -0.57
H 5.87 3.26 -1.43
H 5.63 2.70 -4.22
C -3.49 -3.93 0.27
C -4.49 -4.07 -0.90
C -4.82 -5.57 -1.02
C -5.78 -6.12 0.04
C -7.12 -5.36 -0.13
C -6.88 -3.83 0.00
N -5.77 -3.32 -0.83
O -5.53 -1.94 -0.71
C -8.14 -3.21 -0.61
C -6.86 -3.52 1.50
C -3.72 -3.54 -2.13
H -4.08 -4.08 1.18
H -3.28 -2.86 0.31
H -2.67 -4.64 0.28
H -5.33 -5.60 -1.99
H -3.90 -6.14 -1.13
H -5.25 -5.88 0.96
H -5.81 -7.20 -0.06
H -7.70 -5.71 0.72
H -7.65 -5.63 -1.04
H -8.51 -3.40 -1.62
H -9.01 -3.58 -0.05
H -8.11 -2.12 -0.61
H -6.03 -3.99 2.04
H -6.60 -2.46 1.64
H -7.78 -3.73 2.04
H -3.10 -2.67 -1.91
H -4.50 -3.19 -2.82
H -3.19 -4.34 -2.64
H -5.92 -1.64 -1.54
C -1.06 0.78 0.63
C 0.09 -0.15 1.02
C 0.78 -0.74 -0.26
C 1.70 0.27 -0.90
C 2.73 0.94 0.06
C 2.02 1.56 1.26
N 1.14 0.52 1.86
O 0.70 0.87 3.17
C 3.15 1.81 2.32
C 1.41 2.89 0.94
C -0.50 -1.31 1.78
H -1.49 1.37 1.45
H -1.74 0.23 -0.03
H -0.70 1.53 -0.08
H 1.37 -1.63 -0.06
H -0.05 -0.97 -0.94
H 1.13 1.07 -1.38
H 2.26 -0.08 -1.77
H 3.20 1.68 -0.58
H 3.41 0.20 0.47
H 2.71 1.93 3.31
H 3.68 0.87 2.47
H 3.75 2.72 2.26
H 0.87 3.45 1.71
H 2.21 3.56 0.60
H 0.79 2.88 0.03
H -1.36 -1.72 1.25
H -0.92 -0.96 2.73
H 0.23 -2.07 2.04
H 0.01 1.54 3.07
C -2.25 1.01 -3.68
C -2.64 2.48 -3.58
C -1.91 3.11 -2.37
C -1.80 4.61 -2.33
C -1.32 5.15 -3.68
C -2.06 4.65 -4.94
N -2.22 3.17 -4.80
O -2.68 2.63 -6.03
C -3.39 5.47 -5.01
C -1.11 4.93 -6.09
C -4.15 2.54 -3.34
H -2.71 0.45 -2.87
H -1.17 0.91 -3.59
H -2.58 0.45 -4.55
H -2.35 2.85 -1.40
H -0.93 2.64 -2.27
H -1.16 5.00 -1.53
H -2.73 5.03 -1.92
H -0.29 4.81 -3.75
H -1.29 6.24 -3.63
H -3.84 5.34 -4.03
H -3.18 6.52 -5.20
H -4.14 5.12 -5.73
H -1.41 4.50 -7.05
H -0.90 5.98 -6.27
H -0.12 4.50 -5.90
H -4.57 1.96 -2.52
H -4.66 2.21 -4.25
H -4.38 3.60 -3.16
H -3.64 2.68 -5.88
```

Results
LUMO = 0.2 eV
largest force on an atom = 2.81 eV Å⁻¹
electronic energy = -4238.5506 Eh
highest occupied orbital energy = -7.9635 eV



Record 2
The following is a DFT calculation (ωB97M-V/def2-TZVPD) of 2 unconnected molecules or ions with the total composition C12H16N2O at a distorted geometry.

```
31
C12H16N2O | the Open Molecules 2025 dataset | ωB97M-V/def2-TZVPD
C -1.62 -0.27 -0.91
C -2.68 0.56 -1.65
C -2.08 -1.73 -0.84
O -2.99 -2.16 -1.51
N -1.36 -2.50 0.01
H -0.75 -0.34 -1.57
H -1.38 0.28 0.00
H -2.71 0.20 -2.67
H -1.51 -3.49 0.03
H -0.67 -2.05 0.58
H -2.55 1.63 -1.59
H -3.72 0.28 -1.42
C 2.29 -0.97 -1.55
C 1.06 0.67 1.62
C 1.44 0.78 0.28
C 1.91 -0.52 -0.17
C 1.98 -1.29 0.96
C 0.35 1.76 2.15
C -0.01 2.81 1.28
C 1.18 1.84 -0.60
C 0.41 2.83 -0.07
N 1.28 -0.65 2.02
H 1.78 -0.82 2.87
H 0.18 1.91 3.21
H 2.31 -2.31 0.93
H -0.55 3.63 1.73
H 1.77 1.78 -1.50
H 3.30 -0.63 -1.78
H 1.54 -0.69 -2.28
H 0.16 3.74 -0.60
H 2.36 -2.06 -1.50
```

Results
LUMO = 0.7 eV
ΔE to the lowest compared entry with this formula, charge and spin = 21.3 kcal per mole
largest force on an atom = 2.57 eV Å⁻¹
electronic energy = -651.6096 Eh
highest occupied orbital energy = -8.3242 eV